Density functional theory data (ωB97M-V/def2-TZVPD) for a 17-piece molecular cluster, C19H69F3N30O18 overall at a distorted geometry.

XYZ file:
```
139
Properties=species:S:1:pos:R:3:mulliken_charge:R:1
O 0.027 -0.218 0.373 1.301
H 0.732 0.047 -0.223 0.667
H 0.040 0.313 1.172 -0.118
H 0.156 -1.121 0.673 -0.307
C 0.243 -2.922 2.383 -0.677
O -0.460 -2.798 1.122 -0.077
O 1.411 -2.106 2.347 -0.502
C -0.901 -2.648 3.537 0.619
F -2.041 -3.299 3.217 -0.308
F -0.554 -3.088 4.727 -0.313
F -1.155 -1.312 3.717 -0.128
C 0.021 -3.349 -0.064 -0.540
C -0.794 -2.888 -1.212 -0.532
H -0.578 -1.883 -1.573 0.081
H -0.732 -3.610 -2.026 0.521
H -1.811 -2.871 -0.818 -0.029
H -0.108 -4.431 -0.083 0.459
H 1.093 -3.198 -0.194 0.140
H 0.478 -3.983 2.467 0.565
C 0.507 -0.829 -6.594 0.652
O 0.691 -2.016 -6.989 -0.721
N 0.071 0.191 -7.223 -0.366
N 0.786 -0.635 -5.278 -0.159
H -0.257 0.947 -6.639 0.223
H -0.436 0.059 -8.087 0.242
H 0.748 0.240 -4.776 0.202
H 0.846 -1.507 -4.772 0.157
C 3.273 -3.306 -3.263 0.569
O 2.620 -2.742 -4.117 -0.741
N 4.290 -2.729 -2.640 -0.440
N 2.815 -4.374 -2.685 -0.334
H 4.206 -2.884 -1.645 0.321
H 4.588 -1.862 -3.064 0.258
H 2.051 -4.824 -3.169 0.223
H 3.385 -4.788 -1.961 0.208
C -1.015 0.681 6.476 0.559
O 0.132 0.275 6.410 -0.644
N -1.645 1.037 5.405 -0.158
N -1.578 1.146 7.526 -0.427
H -2.307 1.797 5.473 0.248
H -1.128 0.878 4.553 0.029
H -1.015 1.134 8.364 0.254
H -2.514 1.525 7.561 0.151
C -4.035 -5.254 -0.725 0.729
O -3.763 -5.928 0.231 -0.661
N -4.104 -3.935 -0.829 -0.310
N -4.234 -5.849 -1.877 -0.452
H -4.400 -3.411 -1.640 0.176
H -4.053 -3.562 0.109 0.106
H -3.969 -6.820 -1.955 0.231
H -4.528 -5.254 -2.638 0.155
C 2.921 0.970 -1.737 0.363
O 1.939 0.491 -1.156 -0.952
N 3.028 1.716 -2.793 -0.232
N 4.112 0.761 -1.295 -0.164
H 2.184 1.771 -3.345 0.024
H 3.966 2.020 -3.007 0.121
H 4.214 -0.016 -0.658 -0.051
H 4.785 0.963 -2.021 0.211
C 2.840 -2.755 5.574 0.576
O 3.161 -3.172 6.676 -0.789
N 3.460 -2.863 4.493 -0.221
N 2.024 -1.837 5.586 0.043
H 4.311 -3.384 4.339 0.209
H 2.914 -2.598 3.685 0.192
H 1.393 -1.676 6.358 0.168
H 1.650 -1.491 4.714 -0.300
C 4.859 -1.726 0.621 0.590
O 4.415 -2.721 0.106 -0.768
N 6.083 -1.277 0.504 -0.124
N 4.078 -0.817 1.049 0.732
H 6.403 -0.346 0.731 0.153
H 6.768 -1.860 0.044 0.215
H 3.191 -1.275 1.207 -0.497
H 4.401 -0.102 1.684 -0.096
C -4.299 -0.572 0.914 0.539
O -3.221 -0.205 1.171 -0.219
N -4.832 -0.285 -0.222 -0.047
N -5.000 -1.248 1.724 -0.358
H -5.764 -0.607 -0.443 0.132
H -4.279 0.283 -0.847 -0.373
H -5.971 -1.408 1.496 0.141
H -4.621 -1.327 2.657 0.304
C -0.793 5.141 -0.898 0.612
O -1.692 4.384 -1.120 -0.782
N 0.467 4.890 -1.147 -0.396
N -0.854 6.147 -0.090 -0.483
H 1.096 5.515 -0.665 0.170
H 0.683 3.952 -1.456 0.160
H -0.128 6.833 -0.238 0.190
H -1.826 6.421 -0.092 0.280
C -2.790 -0.601 -3.685 0.407
O -3.926 -0.623 -3.376 -0.734
N -2.096 0.416 -3.512 0.490
N -2.049 -1.543 -4.164 -0.152
H -2.721 1.136 -3.180 -0.114
H -1.157 0.640 -3.811 0.046
H -1.253 -1.071 -4.567 -0.058
H -2.324 -2.497 -4.350 0.203
C 5.478 1.783 2.255 0.483
O 4.478 2.159 1.675 -0.511
N 6.638 1.624 1.718 -0.525
N 5.378 1.299 3.511 -0.435
H 6.775 1.918 0.761 0.260
H 7.419 1.432 2.329 0.163
H 4.427 1.314 3.850 0.208
H 6.195 0.879 3.931 0.161
C -2.703 3.381 2.455 0.530
O -2.613 4.584 2.733 -0.815
N -3.325 2.451 3.131 -0.253
N -2.155 2.892 1.361 0.804
H -3.285 1.488 2.827 0.052
H -3.933 2.758 3.877 0.267
H -2.141 3.528 0.577 -0.145
H -2.285 1.893 1.289 -0.315
C -0.251 3.100 -4.922 0.554
O 0.286 2.053 -4.585 -0.769
N 0.108 3.929 -5.895 -0.464
N -1.484 3.319 -4.628 -0.174
H 0.846 3.580 -6.488 0.264
H -0.303 4.827 -6.108 0.151
H -1.959 2.623 -4.070 0.084
H -1.916 4.116 -5.073 0.235
C 0.834 1.707 3.121 0.151
O 0.248 1.684 2.046 -0.858
N 1.503 0.680 3.436 0.939
N 0.611 2.532 4.086 -0.278
H 1.923 0.653 4.354 0.266
H 1.382 -0.173 2.910 -0.920
H 1.248 2.646 4.861 0.194
H 0.040 3.249 3.662 0.247
C -4.421 2.425 -2.346 0.246
O -3.768 2.491 -3.355 -0.813
N -5.695 2.209 -2.410 -0.380
N -4.032 2.567 -1.112 -0.018
H -6.311 2.044 -1.627 0.157
H -6.020 2.132 -3.363 0.268
H -4.785 2.460 -0.448 0.213
H -3.277 3.190 -0.865 0.311
```

Results
**M**: 1062.9 g/mol
**HOMO energy**: -7.925 eV
**Orbital gap**: 7.9 eV
**ΔE to the lowest compared entry with this formula, charge and spin**: 718.26 kJ/mol